No. 1
Here is a molecular structure, C38H42BrCsFNO2Sb2Se2 from the OMol25 dataset. Energies are from the ωB97M-V functional and the def2-TZVPD basis.

Geometry as ORCA input:
```
! wB97M-V def2-TZVPD RIJCOSX def2/J DEFGRID3
* xyz -2 1
Cs 0.60614 -0.10925 1.91477
O -5.97272 1.01874 3.47546
C -5.00714 0.86483 4.51943
C -3.55842 1.08614 4.05687
C -3.31617 2.58810 3.87445
O -4.23980 3.21812 2.97992
C -2.66279 0.54319 5.17945
Se -0.72277 0.84128 5.06996
C -3.28209 0.37865 2.71585
Se -4.03428 -1.42857 2.47080
H -5.81240 0.23614 2.90160
H -5.09107 -0.13935 4.94491
H -5.26190 1.59703 5.29203
H -2.30846 2.75078 3.48864
H -3.37044 3.07255 4.86138
H -5.01993 2.64261 2.92558
H -2.84389 -0.53278 5.22990
H -3.00521 0.97590 6.12639
H -2.19576 0.35659 2.62260
H -3.65414 0.99855 1.89975
C 1.64754 2.17548 -1.50559
C 2.09080 1.34688 -2.71258
C 3.38943 0.59635 -2.46918
Sb 3.23353 -1.10977 -1.12214
C 2.25230 -2.39239 -2.53992
C 1.12508 -3.10954 -2.14603
C 0.44153 -3.91776 -3.04455
C 0.86640 -4.00992 -4.36244
C 1.98017 -3.29224 -4.77199
C 2.66660 -2.49710 -3.86396
C 5.24887 -1.74823 -1.82886
C 5.57649 -3.06904 -2.13540
C 6.87722 -3.44853 -2.43916
C 7.89706 -2.50785 -2.44081
C 7.60144 -1.19013 -2.12744
C 6.29623 -0.82633 -1.82094
Sb -0.44223 2.01810 -0.96177
C -0.98973 4.07584 -1.32547
C -2.02341 4.59074 -0.54241
C -2.45745 5.90074 -0.70503
C -1.85797 6.71689 -1.65240
C -0.82528 6.22051 -2.43496
C -0.39780 4.90988 -2.27045
C -1.21491 1.27493 -2.82377
C -1.08386 -0.08577 -3.10290
C -1.57468 -0.61435 -4.28817
C -2.21858 0.20603 -5.20372
C -2.37274 1.55430 -4.92859
C -1.87397 2.08553 -3.74507
H 1.92042 3.22580 -1.63569
H 2.15809 1.81933 -0.60780
H 2.21305 2.01553 -3.57425
H 1.32744 0.62657 -2.99238
H 4.15940 1.26754 -2.07654
H 3.77554 0.18107 -3.40492
H 0.75577 -3.01064 -1.13357
H -0.43470 -4.46247 -2.71276
H 0.32759 -4.63055 -5.06933
H 2.31460 -3.34589 -5.80219
H 3.53921 -1.94596 -4.19969
H 4.79729 -3.82554 -2.14418
H 7.09330 -4.48536 -2.67399
H 8.91332 -2.80098 -2.67857
H 8.38708 -0.44212 -2.11698
H 6.09856 0.21244 -1.57022
H -2.49935 3.97201 0.21298
H -3.26131 6.27677 -0.08373
H -2.19348 7.73969 -1.78050
H -0.35164 6.85236 -3.17831
H 0.40415 4.53275 -2.89719
H -0.57284 -0.72598 -2.39363
H -1.44952 -1.67088 -4.49423
H -2.60356 -0.20896 -6.12862
H -2.88333 2.20055 -5.63411
H -2.00590 3.14123 -3.54076
C -2.77921 -3.30343 5.78855
C -1.34598 -3.16147 5.36655
C -0.30239 -3.10016 6.27659
C 1.00164 -2.93768 5.84119
C 1.18129 -2.83857 4.47526
Br 2.94543 -2.52027 3.78626
N 0.23307 -2.90248 3.57414
C -1.02020 -3.04999 4.01768
H -2.94879 -2.83209 6.75744
H -3.05912 -4.35776 5.86849
H -3.42899 -2.82974 5.04822
H -0.51248 -3.14322 7.33971
H 1.83301 -2.84136 6.52286
H -1.80886 -3.01956 3.27120
F 0.97757 -0.48307 -0.85700
*
```

## Properties
- molar mass (g mol⁻¹) = 1178.0
- max |F| (eV Å⁻¹) = 0.37
- energy (Ha) = -9655.88662
- HOMO (eV) = -1.33
- ΔE to the lowest compared entry with this formula, charge and spin (eV) = 0.300

No. 2
Here is a molecular structure, C38H42IrN6SSe from the OMol25 dataset. Energies are from the ωB97M-V functional and the def2-TZVPD basis.

Geometry as ORCA input:
```
! wB97M-V def2-TZVPD RIJCOSX def2/J DEFGRID3
* xyz 0 6
Ir 0.02602 -1.21647 0.65933
C 1.10487 -2.26739 -1.36674
C 1.28531 -2.92272 -0.09255
C 0.04466 -3.55749 0.23042
C -0.85580 -3.33976 -0.86018
C -0.20686 -2.54406 -1.82211
C -0.79403 -2.08974 -3.11917
C -2.23264 -3.89918 -0.97374
C -0.16260 -4.57205 1.31359
C 2.59228 -3.23055 0.57820
C 2.17322 -1.63620 -2.20324
H -0.24930 -1.23049 -3.51107
H -1.84399 -1.81416 -2.99835
H -0.74112 -2.88870 -3.86427
H -2.62021 -4.19698 0.00012
H -2.23659 -4.78196 -1.62072
H -2.91615 -3.16535 -1.40426
H -0.98846 -4.30192 1.97527
H 0.73260 -4.67799 1.92175
H -0.40211 -5.54044 0.86794
H 2.47876 -3.24758 1.66278
H 3.35967 -2.49806 0.33068
H 2.95369 -4.21112 0.25357
H 1.82178 -0.71138 -2.66730
H 2.46317 -2.31893 -3.00643
H 3.06384 -1.40398 -1.62145
C 2.43630 3.04915 -4.16930
C 1.08654 3.66389 -3.92364
C 0.60403 4.68788 -4.72692
C -0.63445 5.26789 -4.49446
C -1.40234 4.83590 -3.42613
C -0.93638 3.82448 -2.60152
C 0.29559 3.22455 -2.85366
N 0.80891 2.19291 -2.03861
C 0.11142 1.34486 -1.20601
N -1.10094 0.97117 -1.66091
C -2.14736 0.25096 -1.03560
C -1.94169 -0.56169 0.07949
C -3.06086 -1.16817 0.65090
C -4.33158 -0.98270 0.13556
C -4.49718 -0.22391 -1.01359
C -3.41678 0.39364 -1.62355
C -3.62329 1.18594 -2.89180
N 0.66817 0.85448 -0.13579
C 1.86174 1.43024 0.37255
C 2.96226 0.58666 0.54785
C 4.15889 1.04504 1.05715
C 4.27455 2.37892 1.42166
C 3.18438 3.21703 1.27698
C 1.96667 2.77732 0.75974
C 0.82894 3.76242 0.68440
H 2.82392 3.34095 -5.14343
H 2.38600 1.95951 -4.12877
H 3.16018 3.37555 -3.41599
H 1.20980 5.02621 -5.55894
H -0.99141 6.05805 -5.14153
H -2.36278 5.29148 -3.22372
H -1.51657 3.52834 -1.73662
H 1.78349 2.27691 -1.78843
H -1.35475 1.39805 -2.53681
H -2.94395 -1.79660 1.52766
H -5.18952 -1.44370 0.60929
H -5.48321 -0.10730 -1.44806
H -4.62391 1.00508 -3.27948
H -2.91558 0.89589 -3.67453
H -3.52571 2.26102 -2.71830
H 2.83684 -0.45121 0.27442
H 4.99657 0.36915 1.17211
H 5.20237 2.75960 1.82822
H 3.26908 4.25549 1.57749
H 0.69093 4.24280 1.65329
H -0.11246 3.28833 0.42421
H 1.04338 4.54581 -0.04721
C -0.66691 -1.70214 7.57309
C -0.06506 -2.10215 6.26195
C 0.42853 -3.38505 6.03031
C 0.88710 -3.65353 4.75411
N 0.89928 -2.74479 3.78478
C 0.45476 -1.52576 4.11653
S 0.57776 -0.25453 2.92554
N -0.04232 -1.18085 5.30369
H -0.30940 -2.33608 8.38340
H -1.75233 -1.80152 7.50975
H -0.43698 -0.65992 7.78192
H 0.43832 -4.13306 6.81040
H 1.26200 -4.63648 4.48463
Se -1.60417 1.76729 2.57178
C -2.06341 2.88981 3.90673
N -2.39541 3.63512 4.72962
*
```

## Properties
- molar mass (g mol⁻¹) = 886.0
- max |F| (eV Å⁻¹) = 1.46
- energy (Ha) = -4705.61686
- HOMO (spin up / spin down) (eV) = -6.55 / -7.82
- ΔE to the lowest compared entry with this formula, charge and spin (eV) = 0.000